Entry 1:
This record from the Open Molecules 2025 dataset describes C21H18N6PdS as an isolated structure. The level of theory is ωB97M-V/def2-TZVPD.

Relative energy (zero: lowest compared OMol25 entry of this formula, charge and spin) in kcal/mol: 16.2
Frontier orbital gap in eV: 4.78
Largest force on an atom in eV Å⁻¹: 1.15
LUMO level in eV: -9.7
Charge: +2
Multiplicity: 1

```
47
C21H18N6PdS, DFT ωB97M-V/def2-TZVPD
Pd -0.07366 0.84211 -2.00433
C -3.93116 -2.94439 2.56732
C -2.93233 -2.12435 1.83892
C -1.57599 -2.12506 2.24860
C -0.65487 -1.42629 1.54933
C -1.00742 -0.62759 0.39438
N -0.06053 0.09542 -0.19338
C 1.03013 0.49085 0.56734
C 0.78170 1.01772 1.85708
C 1.80135 1.49657 2.63591
C 3.12462 1.47029 2.17623
C 4.23477 2.03594 2.99664
C 3.37862 0.95775 0.89733
C 2.37263 0.48783 0.08282
N 2.71824 -0.07738 -1.16246
C 3.85109 -0.75620 -1.50432
C 3.79662 -0.98124 -2.85057
C 2.58794 -0.40294 -3.28077
N 1.95464 0.14487 -2.26114
C -2.39178 -0.70612 -0.06845
C -3.29585 -1.42515 0.68405
N -2.86603 -0.01115 -1.17979
C -4.17074 0.31554 -1.47354
C -4.20112 0.75992 -2.75715
C -2.86696 0.67864 -3.21733
N -2.07514 0.21206 -2.27368
H -3.70596 -2.99183 3.63187
H -3.88486 -3.97213 2.18763
H -4.94693 -2.58597 2.41501
H -1.27314 -2.73926 3.08632
H 0.39493 -1.51909 1.78939
H -0.24530 1.12532 2.18352
H 1.57566 1.93034 3.60114
H 3.98043 2.05140 4.05408
H 4.42894 3.06717 2.68705
H 5.15927 1.47769 2.85590
H 4.39396 0.95041 0.52236
H 4.58654 -1.03297 -0.76813
H 4.52062 -1.50378 -3.45076
H 2.16325 -0.35293 -4.27051
H -4.31986 -1.49268 0.34652
H -4.95635 0.22310 -0.74405
H -5.05817 1.11196 -3.30474
H -2.45665 0.94586 -4.17838
S 0.17885 3.49745 -1.80557
C 0.04676 2.64854 -3.15909
N -0.11075 1.76370 -3.94859
```

---

Entry 2:
This record from the Open Molecules 2025 dataset describes C21H19BBrF4N5O3PdS2 as an isolated structure. The level of theory is ωB97M-V/def2-TZVPD.

Relative energy (zero: lowest compared OMol25 entry of this formula, charge and spin) in kcal/mol: 0.0
Frontier orbital gap (alpha / beta) in eV: 4.11 / 4.10
Largest force on an atom in eV Å⁻¹: 0.26
LUMO level (alpha / beta) in eV: -9.7 / -9.7
Charge: +2
Multiplicity: 1

```
57
C21H19BBrF4N5O3PdS2, DFT ωB97M-V/def2-TZVPD
Pd -0.02522 0.79903 -0.69581
Br 5.40310 -3.79457 -1.65107
C 4.41901 -2.21567 -1.38799
C 3.81776 -1.60015 -2.48411
C 3.03638 -0.47413 -2.28863
C 2.87752 0.03057 -1.00402
C 3.51089 -0.54918 0.08159
C 4.29009 -1.68322 -0.11470
N 1.94130 1.10074 -0.82290
C 2.30142 2.31766 -0.67341
C 1.25191 3.32491 -0.61448
C 1.48588 4.66840 -0.45205
C 0.39929 5.54371 -0.47908
C -0.86184 5.03155 -0.67684
C -1.02621 3.65475 -0.81662
N 0.00062 2.82076 -0.78788
H 3.97728 -1.99470 -3.47912
H 2.55634 0.01933 -3.12505
H 3.37163 -0.14833 1.07634
H 4.78110 -2.15515 0.72487
H 3.35268 2.59105 -0.63975
H 2.49478 5.02919 -0.30644
H 0.55077 6.60569 -0.34531
H -1.73290 5.66959 -0.70253
H -2.00962 3.22733 -0.93509
F -2.43880 2.21859 1.37865
B -1.28777 2.54768 2.25467
F -0.22309 1.70865 1.80059
F -1.63322 2.22806 3.53657
F -0.96668 3.86417 2.03853
O -2.07552 0.58151 -0.47808
H -2.63350 0.83723 -1.22107
H -2.32222 1.13155 0.33652
N -5.11242 -1.86690 3.06845
C -3.85752 -1.89514 2.61887
C -2.94764 -0.86696 2.97075
C -1.66397 -0.90094 2.51632
C -1.24476 -1.96376 1.68781
C -2.13686 -3.00062 1.33286
C -3.41901 -2.96398 1.78534
S 0.35375 -2.01494 1.17432
O 0.77851 -3.35234 0.87119
O 1.19428 -1.07418 1.81541
N 0.20211 -1.28966 -0.51136
C 0.28532 -2.00771 -1.55524
S 0.92440 -3.72559 -1.63936
C 0.64937 -3.70540 -3.24245
C 0.08919 -2.44295 -3.71380
N -0.07012 -1.54387 -2.81236
H -5.42583 -1.13157 3.68025
H -5.76348 -2.60455 2.85919
H -3.26199 -0.05317 3.61107
H -0.96489 -0.12893 2.80015
H -1.79745 -3.83163 0.72819
H -4.11019 -3.75789 1.53459
H 0.87224 -4.55674 -3.87496
H -0.15622 -2.25714 -4.75156
```

---

Entry 3:
This record from the Open Molecules 2025 dataset describes C21H19BN8Re as an isolated structure. The level of theory is ωB97M-V/def2-TZVPD.

Relative energy (zero: lowest compared OMol25 entry of this formula, charge and spin) in kcal/mol: 0.0
Frontier orbital gap (alpha / beta) in eV: 6.08 / 6.33
Largest force on an atom in eV Å⁻¹: 0.50
LUMO level (alpha / beta) in eV: -8.7 / -8.4
Charge: +2
Multiplicity: 2

```
50
C21H19BN8Re, DFT ωB97M-V/def2-TZVPD
Re -0.14483 0.11780 -0.05954
C 2.00096 3.37595 1.36072
C 0.97471 2.48355 1.50795
N 0.99215 1.60677 0.46376
N 2.01766 1.97334 -0.37220
C 2.61453 3.03475 0.14590
B 2.27827 1.17655 -1.69722
N 2.53142 -0.28125 -1.30219
C 3.51483 -1.12680 -1.61011
C 3.18051 -2.38897 -1.13933
C 1.93955 -2.23170 -0.55680
N 1.55248 -0.94015 -0.62446
N 0.97315 1.17701 -2.56318
C 0.76123 1.52516 -3.82757
C -0.56268 1.25402 -4.17105
C -1.12945 0.74339 -3.02948
N -0.19973 0.69253 -2.04356
H 2.26586 4.18465 2.01943
H 0.23415 2.38931 2.28604
H 3.43283 3.50810 -0.37497
H 3.19161 1.64827 -2.29888
H 4.37874 -0.79004 -2.16098
H 3.75288 -3.29479 -1.23433
H 1.29902 -2.97058 -0.10866
H 1.55918 1.95260 -4.41529
H -1.03834 1.42578 -5.12076
H -2.14505 0.42965 -2.84570
C -3.98069 4.22815 -1.29755
C -2.59811 4.12511 -1.31814
C -1.97986 3.01405 -0.76627
C -2.75472 2.01669 -0.18552
C -4.14298 2.11220 -0.15979
C -4.74846 3.22086 -0.72055
N -2.07977 0.88876 0.40636
N -2.76494 0.19778 1.20033
C -2.05536 -0.88295 1.76465
C -2.73016 -1.64291 2.69843
C -2.05293 -2.67882 3.33740
C -0.71368 -2.92567 3.05919
C -0.03786 -2.16704 2.11230
C -0.69058 -1.12469 1.43682
H -4.46348 5.09334 -1.73135
H -1.99925 4.91020 -1.75949
H -0.90037 2.94694 -0.77476
H -4.73479 1.32795 0.28915
H -5.82666 3.30116 -0.70791
H -3.76333 -1.41539 2.92498
H -2.56993 -3.28505 4.06918
H -0.19164 -3.70782 3.59400
H 1.01215 -2.35693 1.94276
```

---

Entry 4:
This record from the Open Molecules 2025 dataset describes C21H19BeN4O2PS as an isolated structure. The level of theory is ωB97M-V/def2-TZVPD.

Relative energy (zero: lowest compared OMol25 entry of this formula, charge and spin) in kcal/mol: 0.0
Frontier orbital gap in eV: 7.67
Largest force on an atom in eV Å⁻¹: 0.24
LUMO level in eV: -0.5
Charge: 0
Multiplicity: 1

```
49
C21H19BeN4O2PS, DFT ωB97M-V/def2-TZVPD
Be 0.01173 -3.02232 -0.95092
N -2.68266 -5.33153 0.91019
C -1.63943 -4.58551 0.51498
S -0.89989 -4.93692 -1.02086
N -1.21338 -3.66157 1.36580
N -0.18272 -3.01588 0.79453
C 0.76101 -2.44516 1.43218
C 1.86705 -2.05096 0.54878
C 2.99901 -1.37068 0.95046
C 3.98194 -1.11179 0.00613
C 3.80164 -1.52925 -1.30038
C 2.63181 -2.19551 -1.63109
N 1.69905 -2.47004 -0.72556
H -3.05690 -6.03304 0.30070
H -3.12937 -5.12191 1.78560
H 0.79945 -2.36253 2.51263
H 3.09550 -1.03488 1.97332
H 4.87643 -0.57400 0.29212
H 4.53989 -1.33389 -2.06414
H 2.42434 -2.50813 -2.64382
O 0.62844 -0.62834 -2.96135
C -0.35119 -0.82026 -2.26020
O -0.73257 -1.98932 -1.82893
C -1.23224 0.33411 -1.82371
P -1.21690 0.53678 0.01806
C -2.23654 2.06267 0.12758
C -1.78919 3.31963 -0.27644
C -2.62440 4.42273 -0.19615
C -3.91954 4.28349 0.28728
C -4.37423 3.03877 0.69372
C -3.53332 1.93561 0.61890
C 0.45081 1.25136 0.30781
C 1.38690 1.55029 -0.67945
C 2.60986 2.11756 -0.33770
C 2.91446 2.39183 0.98653
C 1.99316 2.08363 1.98076
C 0.77846 1.50999 1.64169
H -2.26812 0.09399 -2.07226
H -0.94379 1.24790 -2.34145
H -0.77765 3.43793 -0.64770
H -2.26463 5.39448 -0.51011
H -4.56994 5.14647 0.35066
H -5.38055 2.92534 1.07627
H -3.88402 0.96426 0.94841
H 1.18133 1.33062 -1.71927
H 3.32473 2.34811 -1.11826
H 3.86387 2.84369 1.24578
H 2.22096 2.29284 3.01869
H 0.06135 1.26932 2.42021
```

---

Entry 5:
This record from the Open Molecules 2025 dataset describes C21H19Br2F2N4O2SZn as an isolated structure. The level of theory is ωB97M-V/def2-TZVPD.

Relative energy (zero: lowest compared OMol25 entry of this formula, charge and spin) in kcal/mol: 48.4
Frontier orbital gap in eV: 4.82
Largest force on an atom in eV Å⁻¹: 1.26
LUMO level in eV: 2.2
Charge: -1
Multiplicity: 1

```
52
C21H19Br2F2N4O2SZn, DFT ωB97M-V/def2-TZVPD
Zn -0.37410 -0.57876 -0.37979
Br -3.42301 3.24544 4.55688
C -2.71215 2.20204 3.14401
C -2.13733 2.82136 2.04888
C -1.64731 2.00284 1.04783
N -1.70693 0.67622 1.08288
C -2.23865 0.09211 2.15596
C -2.76022 0.82903 3.22023
C -2.15224 -1.38732 2.19946
C -2.63299 -2.14240 3.27010
C -2.41991 -3.50331 3.23825
Br -3.06731 -4.57941 4.65909
C -1.73627 -4.08962 2.18851
C -1.30205 -3.25160 1.17593
N -1.51426 -1.94264 1.17885
H -2.07061 3.89646 1.97236
H -1.16804 2.42975 0.17819
H -3.18098 0.35306 4.09246
H -3.15069 -1.69947 4.10696
H -1.55148 -5.15301 2.15437
H -0.74640 -3.64073 0.33205
C 3.13503 -0.15675 -3.25206
S 2.16796 -0.59413 -1.76718
O 2.39359 -2.06684 -1.67987
C 3.27591 0.20067 -0.60720
C 4.06818 -0.58930 0.20986
C 4.97732 0.02217 1.05633
C 5.09503 1.40739 1.08741
C 4.30350 2.18638 0.25464
C 3.39703 1.58288 -0.60483
H 4.14114 -0.56158 -3.14230
H 3.16485 0.92583 -3.37714
H 2.61803 -0.62338 -4.08940
H 3.90879 -1.65859 0.18575
H 5.58509 -0.58322 1.71898
H 5.79918 1.87800 1.76332
H 4.38764 3.26677 0.27740
H 2.76774 2.18526 -1.24986
O 1.09760 -0.29401 0.71833
N -2.40365 0.72744 -2.48729
C -2.83904 1.62613 -3.38814
C -1.89370 2.62417 -3.44111
C -0.90727 2.22164 -2.51962
N -1.22483 1.06391 -1.96596
H -2.76310 -0.19515 -2.27779
H -3.75703 1.47992 -3.93094
H -1.91062 3.50528 -4.05864
H 0.01639 2.70458 -2.24391
F -2.40417 -2.40490 -1.75465
C -1.03067 -1.97569 -1.88807
F -1.00308 -1.57013 -3.24620
H -0.46987 -2.91480 -1.92329
```

---

Please write out number 3 again, unchanged.
This record from the Open Molecules 2025 dataset describes C21H19BN8Re as an isolated structure. The level of theory is ωB97M-V/def2-TZVPD.

Relative energy (zero: lowest compared OMol25 entry of this formula, charge and spin) in kcal/mol: 0.0
Frontier orbital gap (alpha / beta) in eV: 6.08 / 6.33
Largest force on an atom in eV Å⁻¹: 0.50
LUMO level (alpha / beta) in eV: -8.7 / -8.4
Charge: +2
Multiplicity: 2

```
50
C21H19BN8Re, DFT ωB97M-V/def2-TZVPD
Re -0.14483 0.11780 -0.05954
C 2.00096 3.37595 1.36072
C 0.97471 2.48355 1.50795
N 0.99215 1.60677 0.46376
N 2.01766 1.97334 -0.37220
C 2.61453 3.03475 0.14590
B 2.27827 1.17655 -1.69722
N 2.53142 -0.28125 -1.30219
C 3.51483 -1.12680 -1.61011
C 3.18051 -2.38897 -1.13933
C 1.93955 -2.23170 -0.55680
N 1.55248 -0.94015 -0.62446
N 0.97315 1.17701 -2.56318
C 0.76123 1.52516 -3.82757
C -0.56268 1.25402 -4.17105
C -1.12945 0.74339 -3.02948
N -0.19973 0.69253 -2.04356
H 2.26586 4.18465 2.01943
H 0.23415 2.38931 2.28604
H 3.43283 3.50810 -0.37497
H 3.19161 1.64827 -2.29888
H 4.37874 -0.79004 -2.16098
H 3.75288 -3.29479 -1.23433
H 1.29902 -2.97058 -0.10866
H 1.55918 1.95260 -4.41529
H -1.03834 1.42578 -5.12076
H -2.14505 0.42965 -2.84570
C -3.98069 4.22815 -1.29755
C -2.59811 4.12511 -1.31814
C -1.97986 3.01405 -0.76627
C -2.75472 2.01669 -0.18552
C -4.14298 2.11220 -0.15979
C -4.74846 3.22086 -0.72055
N -2.07977 0.88876 0.40636
N -2.76494 0.19778 1.20033
C -2.05536 -0.88295 1.76465
C -2.73016 -1.64291 2.69843
C -2.05293 -2.67882 3.33740
C -0.71368 -2.92567 3.05919
C -0.03786 -2.16704 2.11230
C -0.69058 -1.12469 1.43682
H -4.46348 5.09334 -1.73135
H -1.99925 4.91020 -1.75949
H -0.90037 2.94694 -0.77476
H -4.73479 1.32795 0.28915
H -5.82666 3.30116 -0.70791
H -3.76333 -1.41539 2.92498
H -2.56993 -3.28505 4.06918
H -0.19164 -3.70782 3.59400
H 1.01215 -2.35693 1.94276
```

---

> Which value of largest force on an atom does entry 3 give?

0.50 eV Å⁻¹